{
  "formula": "C47H51F53NO8",
  "method": "ωB97M-V/def2-TZVPD",
  "symbols": ["C", "C", "O", "O", "C", "C", "C", "C", "C", "C", "C", "C", "N", "C", "C", "C", "C", "C", "C", "F", "F", "C", "F", "F", "F", "H", "H", "H", "H", "H", "H", "H", "H", "H", "H", "H", "H", "H", "H", "H", "H", "H", "H", "H", "H", "H", "H", "H", "H", "H", "H", "H", "C", "C", "C", "F", "F", "F", "F", "O", "C", "C", "F", "F", "F", "F", "H", "H", "H", "H", "C", "C", "C", "F", "F", "F", "F", "O", "C", "C", "F", "F", "F", "F", "H", "H", "H", "H", "C", "C", "C", "F", "F", "F", "F", "O", "C", "C", "F", "F", "F", "F", "H", "H", "H", "H", "C", "C", "C", "F", "F", "F", "F", "O", "C", "C", "F", "F", "F", "F", "H", "H", "H", "H", "C", "C", "C", "F", "F", "F", "F", "O", "C", "C", "F", "F", "F", "F", "H", "H", "H", "H", "C", "C", "C", "F", "F", "F", "F", "O", "C", "C", "F", "F", "F", "F", "H", "H", "H", "H"],
  "coordinates": [[4.8998, -0.7568, 1.3790], [6.3156, -0.2512, 1.1065], [7.1423, -1.0341, 0.8693], [6.6309, 1.0915, 1.1075], [6.3163, 1.6570, -0.1867], [4.8157, 2.0080, -0.3149], [4.3269, 2.8095, 0.9197], [2.7768, 2.9254, 0.8650], [2.0422, 2.1361, 1.9872], [0.6809, 2.7433, 2.4133], [-0.1912, 3.1694, 1.2464], [-1.3972, 4.1067, 1.4898], [-1.9579, 4.1011, 0.1212], [-1.7238, 3.0014, -0.4902], [-0.9808, 2.0507, 0.4504], [-1.9487, 1.1640, 1.2795], [-3.2026, 0.6673, 0.5188], [-2.9181, -0.4805, -0.4926], [-2.5856, -0.0004, -1.9027], [-3.4067, 1.0210, -2.2325], [-1.2838, 0.3566, -1.9864], [-2.8206, -1.0726, -3.0223], [-2.8503, -0.3945, -4.1745], [-3.9900, -1.6487, -2.9126], [-1.8350, -1.9368, -3.1464], [4.5385, -1.2479, 0.4650], [4.2133, 0.0501, 1.6673], [4.8757, -1.5078, 2.1761], [6.6441, 0.9573, -0.9705], [6.8701, 2.5962, -0.3107], [4.6993, 2.6323, -1.2172], [4.1743, 1.1296, -0.4854], [4.8148, 3.7941, 0.8483], [4.6344, 2.3524, 1.8667], [2.4278, 3.9718, 0.8406], [2.4483, 2.4926, -0.0971], [2.7285, 2.0378, 2.8346], [1.8771, 1.1150, 1.5991], [0.8992, 3.6356, 3.0296], [0.1903, 1.9702, 3.0245], [0.3257, 3.6818, 0.4198], [-0.9819, 5.1235, 1.5975], [-2.0718, 3.9458, 2.3341], [-2.4686, 4.8857, -0.2880], [-2.0563, 2.8851, -1.5227], [-0.2308, 1.3816, 0.0089], [-2.3088, 1.7262, 2.1572], [-1.4011, 0.3003, 1.6767], [-3.8619, 0.2227, 1.2797], [-3.7972, 1.4793, 0.0749], [-3.8597, -1.0455, -0.5676], [-2.1681, -1.1742, -0.0935], [-0.6903, -6.1499, -3.8188], [0.6976, -5.7896, -3.2584], [1.2933, -4.4623, -3.7317], [1.4937, -4.4524, -5.0627], [2.5038, -4.2701, -3.1482], [1.5490, -6.8049, -3.4970], [0.5664, -5.7087, -1.8995], [-0.7194, -7.0413, -4.9196], [-0.5738, -6.5155, -6.1945], [0.6767, -7.0493, -6.8892], [1.7904, -6.7335, -6.1956], [0.8038, -6.4940, -8.1174], [-0.6073, -5.1694, -6.1568], [-1.6597, -6.9089, -6.8998], [-1.1979, -6.6952, -3.0228], [-1.3058, -5.2662, -3.9941], [0.6545, -3.6137, -3.4665], [0.6337, -8.1327, -6.9908], [-6.7067, 8.0995, 0.2226], [-8.1277, 7.8265, -0.2990], [-8.7349, 6.4766, 0.0803], [-8.0161, 5.4476, -0.4253], [-9.9827, 6.3794, -0.4301], [-8.1492, 8.0001, -1.6385], [-8.9296, 8.7902, 0.2272], [-5.6403, 7.8629, -0.6936], [-5.1375, 6.5897, -0.8006], [-5.3232, 6.0097, -2.2012], [-6.6226, 5.9461, -2.5231], [-4.8252, 4.7415, -2.2378], [-5.6515, 5.7997, 0.1596], [-3.7969, 6.6779, -0.5453], [-6.6594, 9.1710, 0.4135], [-6.5248, 7.6320, 1.1903], [-8.8022, 6.3663, 1.1666], [-4.8077, 6.6189, -2.9468], [0.3639, 8.5468, 6.3540], [-1.0634, 8.3415, 5.8159], [-1.7179, 6.9970, 6.1313], [-1.0364, 5.9652, 5.5823], [-2.9698, 6.9648, 5.6092], [-1.0754, 8.5741, 4.4818], [-1.8388, 9.3052, 6.3807], [1.4252, 8.3180, 5.4361], [1.8877, 7.0252, 5.2816], [1.6766, 6.5234, 3.8550], [0.3650, 6.5270, 3.5222], [2.1102, 5.2411, 3.7394], [1.3352, 6.2043, 6.1946], [3.2119, 7.0501, 5.5333], [0.4421, 9.6072, 6.5920], [0.5259, 8.0320, 7.3013], [-1.7956, 6.8398, 7.2102], [2.2117, 7.1450, 3.1353], [-1.8522, -4.6995, 2.0820], [-1.3737, -3.2716, 1.7675], [0.0820, -3.1249, 1.3409], [0.9317, -3.5156, 2.3035], [0.3568, -1.8121, 1.0787], [-1.6472, -2.4691, 2.8187], [-2.1392, -2.8149, 0.7223], [-1.8825, -5.0685, 3.4477], [-0.7133, -5.5551, 4.0225], [-0.2234, -4.6551, 5.1569], [0.0324, -3.4075, 4.7014], [0.9253, -5.1439, 5.6695], [0.2288, -5.7529, 3.0818], [-1.0112, -6.7657, 4.5318], [-2.8972, -4.7372, 1.7730], [-1.3483, -5.4468, 1.4676], [0.2843, -3.6995, 0.4319], [-0.9706, -4.5894, 5.9505], [6.6907, 1.9646, 6.1847], [6.7252, 2.6164, 7.5772], [6.1733, 1.7761, 8.7275], [4.8638, 1.4922, 8.5538], [6.2805, 2.4664, 9.8878], [6.1039, 3.8163, 7.5222], [8.0323, 2.8728, 7.8579], [5.6037, 2.3288, 5.3424], [4.4152, 1.6379, 5.4698], [3.2676, 2.5515, 5.9023], [3.5292, 3.1200, 7.0936], [2.1264, 1.8305, 6.0358], [4.5689, 0.5817, 6.2851], [4.1265, 1.1379, 4.2398], [7.5699, 2.3370, 5.6598], [6.8261, 0.8839, 6.2310], [6.7309, 0.8413, 8.8352], [3.1048, 3.3440, 5.1672], [-1.8158, -10.5875, -9.5776], [-0.4163, -10.1672, -9.0976], [0.1386, -8.8723, -9.6901], [0.2905, -8.9551, -11.0255], [1.3683, -8.6154, -9.1669], [0.4457, -11.1863, -9.2899], [-0.5023, -9.9867, -7.7428], [-1.8675, -11.5599, -10.6078], [-1.7735, -11.1279, -11.9226], [-0.5368, -11.6958, -12.6186], [0.5895, -11.3107, -11.9829], [-0.4675, -11.2313, -13.8868], [-1.8243, -9.7839, -11.9852], [-2.8734, -11.5861, -12.5573], [-2.2860, -11.0781, -8.7253], [-2.4511, -9.7285, -9.7958], [-0.5088, -8.0211, -9.4617], [-0.5697, -12.7871, -12.6383]],
  "lumo_energy_ev": -3.70,
  "fmax_ev_per_a": 3.27,
  "charge": 1,
  "homo_energy_ha": -0.436
}

{
  "formula": "C6H22BrNO6",
  "method": "ωB97M-V/def2-TZVPD",
  "symbols": ["N", "H", "H", "H", "H", "Br", "C", "C", "O", "O", "H", "H", "H", "H", "H", "H", "C", "C", "O", "O", "H", "H", "H", "H", "H", "H", "C", "C", "O", "O", "H", "H", "H", "H", "H", "H"],
  "coordinates": [[-1.6058, -0.5909, -2.3268], [-1.0159, -0.2211, -1.5951], [-2.4488, -0.9773, -1.9265], [-1.2304, -1.3839, -2.8271], [-1.8831, 0.0907, -3.0187], [0.2484, 0.2890, -0.6858], [0.2966, -3.0883, -0.4958], [0.3456, -2.6816, 0.9661], [1.1683, -1.6055, 1.1440], [-0.7501, -2.2430, -1.0670], [0.0499, -4.1415, -0.3613], [1.2058, -2.8392, -1.0429], [0.8164, -3.4887, 1.5272], [-0.6398, -2.4055, 1.3414], [0.7727, -0.7849, 0.8413], [-0.3866, -1.3569, -1.1324], [1.1469, 3.1979, -2.1988], [2.2962, 2.1376, -1.8153], [2.3408, 1.9103, -0.4345], [-0.1711, 2.7094, -1.9009], [1.2596, 3.4373, -3.2562], [1.1889, 4.0904, -1.5745], [3.2552, 2.4535, -2.2262], [2.2048, 1.1237, -2.2049], [2.0059, 1.0112, -0.4034], [0.0248, 1.8704, -1.4775], [-1.3267, 0.4570, 3.6580], [-0.5534, 0.3773, 2.3038], [-0.4695, 1.6859, 1.7280], [-1.6728, -0.8732, 4.0567], [-2.1923, 1.1191, 3.6817], [-0.6496, 0.7640, 4.4551], [-1.1382, -0.2766, 1.6570], [0.3425, -0.2340, 2.4123], [-0.4734, 1.5464, 0.7782], [-2.3620, -1.0790, 3.4209]],
  "lumo_energy_ev": -0.35,
  "fmax_ev_per_a": 6.68,
  "homo_energy_ha": -0.336
}

{
  "formula": "C14H48O19P2",
  "method": "ωB97M-V/def2-TZVPD",
  "symbols": ["C", "C", "P", "C", "C", "C", "C", "C", "C", "P", "C", "O", "C", "C", "O", "C", "C", "C", "O", "H", "H", "H", "H", "H", "H", "H", "H", "H", "H", "H", "H", "H", "H", "H", "H", "O", "H", "H", "O", "H", "H", "O", "H", "H", "O", "H", "H", "O", "H", "H", "O", "H", "H", "O", "H", "H", "O", "H", "H", "O", "H", "H", "O", "H", "H", "O", "H", "H", "O", "H", "H", "O", "H", "H", "O", "H", "H", "O", "H", "H", "O", "H", "H"],
  "coordinates": [[3.3088, -0.7069, 2.8915], [4.3557, -0.5051, 1.7185], [3.7529, 0.9805, 0.6883], [4.6210, 0.7763, -0.9628], [1.9071, 0.6675, 0.5354], [1.0693, 1.3258, 1.5238], [-0.3504, 1.0913, 1.4846], [-0.9883, 0.2148, 0.4645], [-0.0829, -0.4341, -0.5240], [-0.6988, -1.6072, -1.8399], [-0.8400, -3.3534, -1.1707], [0.5778, -1.7027, -2.9809], [1.3713, -0.2026, -0.4907], [-2.5423, 0.0501, 0.5250], [-3.2669, -0.5116, -0.2955], [-3.2949, 0.6874, 1.7294], [-2.6824, 1.4737, 2.6409], [-1.1844, 1.7805, 2.5966], [-0.6903, 2.5048, 3.4333], [2.3547, -1.1611, 2.5065], [3.0126, 0.2517, 3.3862], [3.6878, -1.4206, 3.6619], [5.4004, -0.3813, 2.0714], [4.2215, -1.3972, 1.0412], [5.4093, -0.0181, -0.8228], [3.9700, 0.4434, -1.8090], [5.1828, 1.6974, -1.2716], [1.5501, 1.9636, 2.2922], [-0.1032, -3.5920, -0.3558], [-1.8940, -3.5467, -0.8668], [-0.5642, -4.0289, -2.0253], [1.3361, -2.1952, -2.6022], [2.0695, -0.6703, -1.2161], [-4.3871, 0.5163, 1.8947], [-3.2516, 1.9075, 3.4970], [1.8655, -1.3463, 5.3998], [1.0894, -1.5193, 5.9449], [2.2043, -0.5077, 5.7337], [6.0938, -2.1041, 3.3467], [5.6316, -2.5676, 2.6387], [5.9390, -2.6514, 4.1251], [1.8555, -4.5390, -3.4615], [1.4319, -4.0090, -4.1500], [1.7883, -5.4417, -3.7887], [-2.3380, -3.5789, 2.1279], [-2.7621, -3.0534, 1.4395], [-2.4100, -4.4852, 1.8073], [1.4621, -4.3343, -6.4714], [1.2739, -5.0674, -7.0680], [1.4619, -3.5592, -7.0445], [-3.8173, 3.1163, -0.0281], [-3.7288, 3.3749, -0.9532], [-3.8460, 2.1553, -0.0580], [3.2230, 3.8718, 2.6755], [2.4275, 4.3280, 2.9662], [3.6996, 4.5379, 2.1652], [-3.1715, 0.3562, -2.9747], [-3.6468, -0.0984, -3.6837], [-3.2985, -0.1980, -2.1929], [-0.6586, -6.3502, -2.0891], [-0.7925, -7.0807, -2.7037], [0.3007, -6.2647, -2.0300], [1.8646, 5.8277, 1.3251], [0.9114, 5.9131, 1.4454], [1.9994, 6.0118, 0.3888], [-6.7052, -0.9236, 1.1967], [-5.7928, -0.9720, 0.8848], [-6.9764, -1.8457, 1.2666], [-3.5219, 4.1331, 4.9732], [-2.6709, 3.6801, 4.9078], [-3.3162, 4.9490, 5.4422], [-4.3363, -0.8821, -5.5249], [-4.5385, -1.6101, -6.1225], [-4.3416, -0.1030, -6.0933], [-5.1968, 2.5801, -2.7069], [-4.5718, 1.8750, -2.9399], [-5.9622, 2.4038, -3.2651], [-2.6789, 3.5796, -3.7069], [-2.3754, 2.9738, -4.3913], [-3.4581, 3.1412, -3.3323], [5.6444, 5.0026, 1.1069], [6.3855, 4.8060, 1.6911], [6.0228, 5.5778, 0.4329]],
  "lumo_energy_ev": -1.19,
  "fmax_ev_per_a": 3.22,
  "homo_energy_ha": -0.274
}

Which formula does entry 3 have?
C14H48O19P2